Entry 1:
Below is an isolated molecule of C6H10N2O, with properties calculated with ωB97M-V/def2-TZVPD.

Each line ends with the Mulliken charge.
Positions of all 19 atoms, in Å:
C: 1.17 0.65 -0.43  0.023
C: 2.29 -0.31 -0.13  -0.732
C: 0.96 -0.55 0.53  -0.038
C: 0.02 -1.63 0.26  -0.517
C: -1.22 -1.53 -0.12  -0.318
C: -1.57 0.77 0.43  0.019
H: 0.30 2.20 0.27  0.494
H: 0.79 0.47 -1.45  0.259
H: 3.15 0.06 0.51  0.258
H: 2.63 -0.93 -1.00  0.267
H: 0.92 -0.19 1.55  0.315
H: 0.41 -2.65 0.35  0.296
H: -1.87 -2.45 -0.21  0.308
H: -2.46 -0.22 -1.12  0.185
H: -1.21 0.55 1.45  0.517
H: -2.00 2.09 -0.78  0.171
N: -1.90 -0.32 -0.31  -0.173
N: -1.66 2.02 0.17  -0.770
O: 1.25 1.98 0.02  -0.566

As for the structure (SMILES): [H]/N=C\N/C=C\[C@H]1C[C@@H]1O. For the HOMO-LUMO gap, the calculation gives 9.9 eV. As for the strongest force on any atom: 0.0584 Eh/bohr. The energy above the lowest of the compared OMol25 structures with the same formula, charge and spin is 228.9 kJ/mol. As for the LUMO energy: 0.82 eV. The HOMO energy is -9.042 eV.

=====

Entry 2:
Below is a structure of composition C30H45ClN8OPRhTe, with properties calculated with ωB97M-V/def2-TZVPD.

Each line ends with the Mulliken spin population.
Positions of all 88 atoms, in Å:
Rh: -0.52 -0.48 -0.69  2.466
C: 0.85 1.55 2.51  0.003
Te: -0.45 1.80 0.85  0.313
C: -2.23 1.77 2.00  0.001
H: 0.59 2.35 3.20  0.011
H: 1.88 1.67 2.17  0.000
H: 0.71 0.57 2.96  0.003
H: -2.27 0.88 2.62  0.002
H: -3.09 1.82 1.33  -0.001
H: -2.21 2.67 2.62  0.011
N: 5.98 -0.46 -4.55  0.002
C: 4.98 -0.43 -3.97  -0.001
C: 3.74 -0.40 -3.24  0.003
C: 3.49 0.60 -2.30  0.002
C: 2.29 0.57 -1.62  0.010
N: 1.36 -0.37 -1.83  0.057
C: 1.61 -1.33 -2.74  -0.014
C: 2.78 -1.39 -3.46  0.030
H: 4.22 1.37 -2.11  0.000
H: 2.07 1.34 -0.89  0.002
H: 0.84 -2.08 -2.87  -0.003
H: 2.95 -2.18 -4.18  0.001
C: 5.33 -6.09 1.93  0.000
C: 3.88 -6.12 1.44  -0.003
C: 3.89 -5.92 -0.09  0.000
C: 3.29 -7.53 1.67  0.002
C: 3.05 -4.95 2.10  0.000
O: 3.36 -3.72 1.44  0.002
C: 3.33 -4.65 3.60  0.022
C: 3.25 -5.77 4.67  0.094
C: 1.97 -6.12 5.34  0.168
C: 1.67 -7.50 5.58  0.027
C: 0.62 -7.86 6.35  0.081
C: -0.20 -6.84 6.92  0.273
Cl: -1.44 -7.27 7.93  0.189
C: 0.05 -5.46 6.65  0.074
C: 1.10 -5.12 5.87  0.031
C: 1.54 -5.16 1.82  0.017
N: 0.82 -3.90 1.60  0.007
C: 0.76 -3.23 0.47  0.040
N: 0.02 -2.13 0.64  0.038
C: -0.34 -2.20 1.96  0.027
N: 0.13 -3.26 2.57  0.006
H: 5.92 -6.79 1.34  0.000
H: 5.43 -6.38 2.97  0.000
H: 5.80 -5.11 1.80  0.000
H: 4.51 -6.70 -0.54  0.000
H: 4.29 -4.96 -0.38  0.000
H: 2.89 -6.03 -0.53  0.000
H: 3.79 -8.23 1.00  0.000
H: 2.22 -7.60 1.45  0.000
H: 3.46 -7.92 2.67  0.001
H: 4.31 -3.58 1.48  0.000
H: 2.70 -3.80 3.86  -0.007
H: 4.36 -4.28 3.64  -0.002
H: 3.88 -5.42 5.51  0.040
H: 3.73 -6.67 4.33  0.000
H: 2.32 -8.26 5.16  -0.002
H: 0.40 -8.91 6.55  -0.002
H: -0.59 -4.71 7.10  -0.002
H: 1.31 -4.07 5.69  -0.001
H: 1.04 -5.68 2.64  -0.002
H: 1.40 -5.75 0.92  0.002
H: 1.26 -3.54 -0.44  0.004
H: -0.97 -1.48 2.46  -0.010
C: -4.45 -0.90 -4.47  -0.001
N: -3.22 -0.03 -4.82  0.005
C: -3.60 1.45 -4.64  0.000
N: -4.08 1.68 -3.32  0.009
C: -5.25 0.83 -3.04  -0.003
N: -4.90 -0.59 -3.16  0.014
C: -4.03 -1.06 -2.09  0.003
P: -2.40 -0.14 -2.16  -0.071
C: -2.04 -0.40 -3.97  0.003
C: -3.06 1.60 -2.29  0.017
H: -4.16 -1.94 -4.58  -0.001
H: -5.21 -0.66 -5.21  0.000
H: -2.98 -0.19 -5.81  0.001
H: -4.37 1.66 -5.38  0.001
H: -2.72 2.05 -4.86  0.000
H: -6.04 1.06 -3.76  0.001
H: -5.62 1.04 -2.04  0.000
H: -3.85 -2.13 -2.18  0.000
H: -4.49 -0.87 -1.13  0.002
H: -1.80 -1.45 -4.15  0.004
H: -1.18 0.20 -4.27  -0.002
H: -2.25 2.30 -2.50  0.002
H: -3.50 1.88 -1.33  0.003

As for the multiplicity: 5. For the HOMO-LUMO gap (alpha / beta), the calculation gives 8.7 / 6.7 eV. As for the strongest force on any atom: 0.0172 Eh/bohr. The energy above the lowest of the compared OMol25 structures with the same formula, charge and spin is 0.0 kJ/mol. As for the net charge: +4. As for the LUMO energy (alpha / beta): -9.69 / -12.19 eV. The HOMO energy (alpha / beta) is -18.360 / -18.904 eV. The expectation value of S² is 6.026.

=====

Entry 3:
Below is a cluster of 2 separate species, C43H48N3 in total, with properties calculated with ωB97M-V/def2-TZVPD.

Each line ends with the Mulliken charge.
Positions of all 94 atoms, in Å:
C: 7.16 3.89 3.81  -1.023
N: 6.26 2.94 4.42  0.056
C: 6.85 2.33 5.60  -0.999
C: 5.02 2.64 3.96  2.360
C: 4.15 1.80 4.71  -0.948
C: 2.89 1.47 4.23  -1.053
C: 2.42 1.96 2.99  0.272
C: 1.16 1.54 2.41  0.503
C: 0.51 0.38 2.88  -0.698
C: -0.76 -0.02 2.50  -0.045
C: -1.44 -1.16 3.06  0.637
C: -2.74 -1.49 2.59  -0.370
C: -3.43 -2.57 3.10  -0.687
C: -2.85 -3.37 4.10  -0.427
C: -1.57 -3.06 4.59  -0.682
C: -0.87 -1.97 4.08  -0.481
C: 0.57 2.35 1.34  -0.339
C: 0.08 1.80 0.13  0.383
C: -0.36 2.61 -0.90  -0.866
C: -0.61 3.99 -0.64  1.417
N: -1.17 4.79 -1.60  0.063
C: -1.90 5.99 -1.27  -1.157
C: -1.02 4.52 -3.01  -1.052
C: -0.26 4.53 0.62  -0.964
C: 0.45 3.75 1.51  -0.575
C: 3.28 2.83 2.27  -0.766
C: 4.55 3.15 2.71  -1.214
H: 6.67 4.51 3.05  0.291
H: 7.56 4.55 4.59  0.343
H: 8.01 3.37 3.34  0.357
H: 6.27 1.48 5.97  0.276
H: 7.86 1.97 5.36  0.346
H: 6.93 3.08 6.40  0.358
H: 4.44 1.41 5.68  0.196
H: 2.26 0.83 4.84  0.477
H: 1.05 -0.21 3.62  0.299
H: -1.32 0.58 1.79  0.582
H: -3.18 -0.86 1.82  0.358
H: -4.43 -2.81 2.73  0.413
H: -3.39 -4.23 4.51  0.408
H: -1.12 -3.67 5.37  0.395
H: 0.12 -1.73 4.45  0.370
H: 0.10 0.71 -0.01  0.257
H: -0.58 2.19 -1.88  0.288
H: -2.14 6.02 -0.21  0.373
H: -1.32 6.89 -1.53  0.360
H: -2.84 6.02 -1.84  0.359
H: -0.30 3.71 -3.18  0.327
H: -1.98 4.24 -3.47  0.354
H: -0.64 5.42 -3.53  0.345
H: -0.46 5.58 0.84  0.401
H: 0.90 4.22 2.39  0.563
H: 2.96 3.24 1.31  0.455
H: 5.17 3.80 2.10  0.200
C: -4.94 -0.10 -5.48  -0.562
C: -5.40 -1.37 -5.17  -0.736
C: -4.76 -2.18 -4.20  0.709
C: -5.19 -3.50 -3.92  -0.769
C: -4.51 -4.30 -3.01  -1.065
C: -3.39 -3.78 -2.34  -0.242
C: -2.99 -2.46 -2.50  0.350
C: -1.85 -1.92 -1.67  -1.226
C: -0.57 -2.28 -2.42  0.290
C: 0.74 -1.77 -1.81  -0.535
C: 1.73 -2.95 -1.68  -0.212
C: 1.09 -3.96 -0.69  -1.072
C: -0.22 -4.45 -1.28  -0.637
N: -0.54 -3.74 -2.56  -0.036
C: 0.51 -4.08 -3.58  -0.762
C: 1.87 -3.65 -3.06  -0.883
C: -3.62 -1.65 -3.51  0.917
C: -3.11 -0.39 -3.91  -0.551
C: -3.77 0.39 -4.86  -0.750
H: -5.46 0.53 -6.21  0.366
H: -6.28 -1.77 -5.68  0.364
H: -6.07 -3.88 -4.45  0.363
H: -4.83 -5.32 -2.81  0.401
H: -2.80 -4.41 -1.68  0.272
H: -1.91 -0.83 -1.54  0.513
H: -1.83 -2.38 -0.67  0.323
H: -0.65 -1.90 -3.45  0.814
H: 1.12 -0.99 -2.48  0.332
H: 0.55 -1.31 -0.84  -0.341
H: 2.70 -2.60 -1.31  0.533
H: 1.76 -4.82 -0.53  0.409
H: 0.90 -3.49 0.28  0.357
H: -0.16 -5.53 -1.52  0.453
H: -1.05 -4.32 -0.57  0.262
H: 0.46 -5.16 -3.77  0.386
H: 0.26 -3.55 -4.50  0.372
H: 2.34 -2.97 -3.78  0.436
H: 2.51 -4.53 -2.96  0.423
H: -2.19 -0.03 -3.47  0.224
H: -3.38 1.38 -5.11  0.415

For the HOMO-LUMO gap, the calculation gives 4.8 eV. As for the strongest force on any atom: 0.0278 Eh/bohr. The energy above the lowest of the compared OMol25 structures with the same formula, charge and spin is 0.0 kJ/mol. As for the net charge: +1. As for the LUMO energy: -4.45 eV. The HOMO energy is -9.299 eV.

=====

Entry 4:
Below is a structure of composition C4H6N2O, with properties calculated with ωB97M-V/def2-TZVPD.

Each line ends with the Mulliken charge.
Positions of all 13 atoms, in Å:
N: -1.81 0.48 0.36  -0.515
C: -0.48 0.36 0.42  0.580
C: 0.01 -0.97 0.21  0.163
O: -0.75 -1.93 -0.06  -0.561
N: 1.36 -0.84 -0.09  -0.006
C: 1.73 0.48 0.04  -0.502
C: 0.64 1.26 0.27  -0.559
H: -2.17 -0.41 -0.56  0.147
H: -2.08 1.42 0.05  0.253
H: -1.83 -1.29 -0.85  0.044
H: 1.98 -1.63 -0.21  0.206
H: 2.78 0.76 0.01  0.391
H: 0.64 2.33 0.41  0.360

For the HOMO-LUMO gap (alpha / beta), the calculation gives 7.7 / 7.7 eV. As for the strongest force on any atom: 0.0080 Eh/bohr. The energy above the lowest of the compared OMol25 structures with the same formula, charge and spin is 386.7 kJ/mol. As for the LUMO energy (alpha / beta): -0.22 / -0.22 eV. The HOMO energy (alpha / beta) is -7.950 / -7.951 eV.